[1]
Below is a single C3H5NO2 molecule, with properties calculated with ωB97M-V/def2-TZVPD.

Atoms and positions in Å:
N -0.6550 -0.9217 -1.0690
C -0.6956 0.3879 -0.8689
C -0.5760 0.7187 0.6382
O 0.7847 0.3310 1.1798
C 1.3620 -0.6706 0.7111
O -0.7790 1.3576 -1.6303
H -0.7240 -1.0814 -2.0753
H -0.6056 1.7874 0.8375
H -1.2811 0.1598 1.2566
H 2.3652 -0.8336 1.1106
H 0.8045 -1.2351 -0.0903

Output
Orbital gap, eV: 6.94
2S+1: 1
Lowest unoccupied orbital energy, hartree: -0.05471

***

[2]
Below is a single C3H5NO2 molecule, with properties calculated with ωB97M-V/def2-TZVPD.

Atoms and positions in Å:
C -0.1131 -0.6695 -1.8694
C -0.0789 0.2456 -0.6852
O -0.6422 1.3062 -0.6954
O 0.4081 -0.3629 0.4499
C 0.2087 0.3459 1.6241
N 0.7369 -0.0873 2.6805
H 0.6268 -1.4776 -1.9016
H -1.1410 -0.9783 -1.7306
H -0.0938 -0.0948 -2.7951
H -0.4098 1.2297 1.4754
H 0.4985 0.5431 3.4474

Output
Orbital gap, eV: 11.36
2S+1: 1
Lowest unoccupied orbital energy, hartree: 0.02946

***

[3]
Below is a molecular structure, C3H5NO2, with properties calculated with ωB97M-V/def2-TZVPD.

Atoms and positions in Å:
O -1.6323 -0.2739 -0.1538
C -0.3234 -0.2020 0.3601
C 0.6184 -1.0642 -0.4710
N 1.2463 1.8000 -0.0970
C 0.2080 1.1935 0.2644
O -0.2582 2.3842 0.5260
H -2.1542 0.4460 0.2270
H -0.3021 -0.5029 1.4203
H 0.7402 -2.0769 -0.0894
H 0.2510 -1.1054 -1.4978
H 1.6063 -0.5984 -0.4888

Output
Orbital gap, eV: 10.00
2S+1: 1
Lowest unoccupied orbital energy, hartree: -0.00491

***

[4]
Below is a single C3H5NO2 molecule, with properties calculated with ωB97M-V/def2-TZVPD.

Atoms and positions in Å:
C 0.7095 1.3050 -0.8258
C 0.2436 -0.0798 -0.5315
O 0.1152 -0.9646 -1.3514
N -0.1118 -0.3114 0.7714
C -0.9071 -1.4630 0.9805
O -1.5002 -1.5957 2.0116
H -0.1277 1.9942 -0.6696
H 1.0580 1.3191 -1.8536
H 1.5189 1.5769 -0.1461
H -0.0203 0.4555 1.4514
H -0.9781 -2.2361 0.1632

Output
Orbital gap, eV: 10.66
2S+1: 1
Lowest unoccupied orbital energy, hartree: 0.02519

***

[5]
Below is a molecular structure, C3H5NO2, with properties calculated with ωB97M-V/def2-TZVPD.

Atoms and positions in Å:
C 0.3909 0.3310 0.7734
C -0.7648 0.2855 -0.3072
C -1.1774 -1.2736 -0.2066
H 2.5166 0.8711 0.6124
H 1.7212 1.0645 -0.8792
H -0.0988 0.4510 -1.5036
H -1.7980 1.0823 -0.0950
H -0.5288 -1.7078 -1.5593
N 1.6322 0.8214 0.1391
O 0.1728 -0.0704 2.0762
O -2.0659 -1.8549 0.9497

Output
Orbital gap, eV: 8.90
2S+1: 1
Lowest unoccupied orbital energy, hartree: -0.04134

***

[6]
Below is a molecular structure, C3H5NO2, with properties calculated with ωB97M-V/def2-TZVPD.

Atoms and positions in Å:
O 0.9672 -0.0510 -0.6312
C 0.5505 -0.7008 0.5898
C -0.7396 0.1402 0.5779
O -0.5446 1.3925 1.1718
C -0.4195 0.1366 -0.9010
N -0.8631 -0.0576 -2.0528
H 0.0669 -0.2838 -2.4326
H 0.3819 -1.7660 0.3927
H 1.2321 -0.5260 1.4167
H -1.6701 -0.2859 0.9463
H 0.2908 1.7330 0.8145

Output
Orbital gap, eV: 11.49
2S+1: 1
Lowest unoccupied orbital energy, hartree: 0.03075

***

[7]
Below is 2 unconnected molecules or ions with the total composition C3H5NO2, with properties calculated with ωB97M-V/def2-TZVPD.

Atoms and positions in Å:
C 1.3199 -0.6226 0.1368
N -0.0531 -0.2943 -0.1827
C -0.8645 2.9037 -0.0455
O -1.1859 3.9377 0.2881
C -1.0334 -1.2298 -0.1661
O -0.8752 -2.4075 0.0931
H 1.9290 -0.7576 -0.7650
H 1.3212 -1.5587 0.6985
H 1.7650 0.1675 0.7494
H -0.3004 0.6612 -0.3915
H -2.0226 -0.7995 -0.4150

Output
Orbital gap, eV: 10.35
2S+1: 1
Lowest unoccupied orbital energy, hartree: 0.02328

***

[8]
Below is a molecular structure, C3H5NO2, with properties calculated with ωB97M-V/def2-TZVPD.

Atoms and positions in Å:
O -0.6410 -1.4262 0.9743
C -0.6767 -0.1392 0.4324
C 0.4295 0.8227 0.8944
O 0.9174 0.9421 -0.4724
C -0.0178 0.0449 -0.9244
N -0.1785 -0.4904 -2.0477
H 0.0482 -1.9249 0.5155
H -1.7005 0.2352 0.5099
H 0.1600 1.8021 1.2953
H 1.1393 0.3019 1.5410
H 0.5201 -0.1682 -2.7182

Output
Orbital gap, eV: 11.28
2S+1: 1
Lowest unoccupied orbital energy, hartree: 0.03138

***

[9]
Below is a single C3H5NO2 molecule, with properties calculated with ωB97M-V/def2-TZVPD.

Atoms and positions in Å:
O 2.6634 -0.2142 -0.2395
C 1.4746 0.0024 -0.1882
N 0.6272 -0.5840 0.7451
C -0.6987 -0.4942 0.2183
C -0.8049 0.9025 -0.2693
O 0.7157 0.8102 -1.0026
H 0.9466 -1.4723 1.0959
H -0.7525 -0.8725 -0.8148
H -1.4680 -1.0064 0.7957
H -0.5609 1.8194 0.2347
H -1.7983 0.9822 -0.7841

Output
Orbital gap, eV: 10.68
2S+1: 1
Lowest unoccupied orbital energy, hartree: 0.02435

***

[10]
Below is a single C3H5NO2 molecule, with properties calculated with ωB97M-V/def2-TZVPD.

Atoms and positions in Å:
N -1.4393 1.6527 0.1652
C -0.8322 0.5581 -0.4908
O 0.0246 1.5289 -0.0196
C 1.3844 -0.9395 0.7879
C 0.3467 -1.3011 0.0502
O -0.8740 -0.6473 0.1659
H -1.7231 2.3281 -0.5517
H -0.8845 0.4633 -1.5794
H 1.2771 -0.1586 1.5337
H 2.3554 -1.3962 0.6402
H 0.3651 -2.0885 -0.7016

Output
Orbital gap, eV: 11.06
2S+1: 1
Lowest unoccupied orbital energy, hartree: 0.03664

***

[11]
Below is a single C3H5NO2 molecule, with properties calculated with ωB97M-V/def2-TZVPD.

Atoms and positions in Å:
C -0.2841 -0.2532 1.3468
C 0.1007 -0.7835 2.6157
C 0.0756 0.2645 -1.0723
N 0.5671 -0.2433 0.1864
O 1.7499 -0.5951 0.2412
O -0.6637 -0.8566 3.5534
H -1.2987 0.0532 1.1676
H 1.1431 -1.1343 2.6796
H 0.3892 -0.4262 -1.8609
H 0.5583 1.2259 -1.2678
H -1.0022 0.3790 -1.0706

Output
Orbital gap (spin up / spin down), eV: 8.40 / 7.56
2S+1: 3
Lowest unoccupied orbital energy (spin up / spin down), hartree: 0.02740 / -0.08507

***

[12]
Below is a single C3H5NO2S molecule, with properties calculated with ωB97M-V/def2-TZVPD.

Atoms and positions in Å:
C -1.1434 1.2870 0.0800
C -0.0621 0.2357 -0.0665
C -0.6209 -1.1712 -0.1951
H -0.6792 2.2729 0.0408
H -1.8127 1.2697 -0.7916
H -1.8206 1.1804 0.9307
H 3.3992 0.2787 -0.1533
H 0.7925 -1.8565 0.9779
N 1.1690 0.5842 -0.1184
O 0.0319 -2.1679 0.4005
O -1.6740 -1.3579 -0.7696
S 2.4202 -0.5551 -0.3354

Output
Orbital gap, eV: 9.85
2S+1: 1
Lowest unoccupied orbital energy, hartree: 0.00739

***

Calculated energy above the lowest of the compared OMol25 structures with the same formula, charge and spin, 4.006, 0.886, 4.262, 0.276, 9.189, 2.699, 0.776, 1.895, 1.838, 4.285, 0.005, 0.856 eV (same order as the records).
Calculated total energy, -8773.6883, -8776.8088, -8773.4332, -8777.4187, -8768.5053, -8774.9956, -8776.9185, -8775.7997, -8775.8571, -8773.4093, -8772.5005, -19611.6549 eV (same order as the records).
Calculated strongest force on any atom, 0.47, 1.07, 0.61, 1.35, 11.40, 1.55, 1.43, 0.62, 1.82, 0.39, 3.03, 1.59 eV/Å (same order as the records).